Entry 1:
# C27H17ClF5N5OSbSe4Ti

A structure of composition C27H17ClF5N5OSbSe4Ti at a distorted geometry (the ωB97M-V functional and the def2-TZVPD basis, the Open Molecules 2025 dataset).

Cartesian coordinates (Å):
Ti (-0.1271, 0.6504, 0.2383)
N (2.1388, -3.1507, 0.1268)
C (1.1139, -2.2396, -0.4105)
N (0.8029, -1.2095, 0.5530)
C (0.7908, -1.5436, 1.8498)
N (0.4987, -0.6655, 2.7914)
N (0.2721, 0.5245, 2.1829)
C (0.0649, 1.6376, 2.8387)
C (0.4010, 2.8126, 2.0685)
C (0.2807, 4.1309, 2.5098)
C (0.8245, 5.1302, 1.7380)
C (1.4548, 4.8104, 0.5291)
C (1.4420, 3.4981, 0.1167)
N (0.9258, 2.5203, 0.8640)
C (1.1496, -2.9142, 2.2818)
C (0.8607, -3.4127, 3.5424)
C (1.2642, -4.6907, 3.9112)
C (1.9649, -5.4737, 2.9987)
C (2.2516, -4.9922, 1.7298)
C (1.8464, -3.7067, 1.3639)
H (2.4629, -3.8187, -0.5582)
H (1.5550, -1.7441, -1.2719)
H (-0.2008, 1.6496, 3.8853)
H (-0.2679, 4.3293, 3.4198)
H (0.7463, 6.1635, 2.0555)
H (1.8980, 5.5708, -0.0986)
H (1.8256, 3.1932, -0.8485)
H (0.3180, -2.7707, 4.2248)
H (1.0309, -5.0739, 4.8966)
H (2.2780, -6.4754, 3.2707)
H (2.7876, -5.6064, 1.0137)
Se (-3.2767, 2.8727, 2.9464)
Sb (-3.3381, 1.6806, 0.8299)
Se (-2.2291, -0.5925, 0.8337)
Se (-1.5892, 2.4689, -0.8284)
Se (-5.5464, 1.5499, -0.1465)
F (0.9347, 0.9532, -6.8753)
C (0.9395, 0.8796, -5.5293)
C (1.9657, 1.4354, -4.7994)
F (2.9751, 2.0625, -5.4352)
C (1.9626, 1.3484, -3.4203)
F (2.9829, 1.9173, -2.7533)
C (0.9432, 0.7195, -2.7001)
O (1.0264, 0.6680, -1.3965)
C (-0.0898, 0.1723, -3.4717)
F (-1.1092, -0.4803, -2.8936)
C (-0.0873, 0.2475, -4.8531)
F (-1.0926, -0.3053, -5.5508)
Cl (0.7221, -6.6361, -5.6180)
C (0.4789, -5.5819, -4.2332)
C (0.8498, -4.2508, -4.3112)
C (0.6584, -3.4276, -3.2082)
C (0.0961, -3.9119, -2.0254)
C (-0.1392, -3.0131, -0.8365)
C (-0.2689, -5.2555, -1.9891)
C (-0.0833, -6.0954, -3.0805)
H (1.2749, -3.8595, -5.2259)
H (0.9294, -2.3799, -3.2880)
H (-0.9467, -2.3105, -1.0501)
H (-0.4688, -3.6053, 0.0200)
H (-0.7079, -5.6536, -1.0814)
H (-0.3738, -7.1374, -3.0378)

## Properties
- lowest unoccupied orbital energy (spin up / spin down) (eV) = 3.59 / 3.59
- expectation value of S² = 0.79
- 2S+1 = 2
- energy above the lowest of the compared OMol25 structures with the same formula, charge and spin (kcal/mol) = 0.0
- Kohn-Sham gap (spin up / spin down) (eV) = 5.059 / 5.269
- total charge = -2
- E_HOMO (spin up / spin down) (eV) = -1.5 / -1.7


Entry 2:
# C27H17F5N4O6SSr

A structure of composition C27H17F5N4O6SSr (the ωB97M-V functional and the def2-TZVPD basis, the Open Molecules 2025 dataset).

Cartesian coordinates (Å):
Sr (-1.0270, 0.4083, -0.8689)
O (-0.5884, -1.6189, -1.8652)
C (-0.3420, -2.8339, -1.5460)
C (0.2767, -3.7205, -2.4719)
C (0.5609, -5.0221, -2.1455)
C (0.2327, -5.5547, -0.8904)
C (-0.3906, -4.7296, 0.0177)
C (-0.6881, -3.3904, -0.2692)
C (-1.3998, -2.6421, 0.7556)
N (-1.6889, -1.4036, 0.7021)
C (-2.4963, -0.7521, 1.7211)
C (-3.7219, -0.0729, 1.0814)
N (-3.4503, 0.7544, -0.1128)
C (-3.5334, 2.0223, -0.0485)
C (-3.5788, 2.8193, 1.1925)
C (-4.6343, 3.6326, 1.5670)
C (-4.5755, 4.3880, 2.7320)
C (-3.4037, 4.3251, 3.4922)
C (-2.3253, 3.5522, 3.1167)
C (-2.3450, 2.7616, 1.9287)
O (-1.3502, 2.0562, 1.5401)
H (0.5440, -3.3082, -3.4365)
H (1.0616, -5.6490, -2.8764)
H (0.4731, -6.5795, -0.6406)
H (-0.6617, -5.1107, 0.9987)
H (-1.7177, -3.2309, 1.6310)
H (-1.8972, 0.0214, 2.2048)
H (-2.8324, -1.4578, 2.4952)
H (-4.2472, 0.5003, 1.8507)
H (-4.3831, -0.8641, 0.7161)
H (-3.3902, 2.5450, -0.9985)
H (-5.5230, 3.6688, 0.9435)
H (-5.4067, 5.0103, 3.0366)
H (-3.3317, 4.9096, 4.4052)
H (-1.4162, 3.5308, 3.7062)
O (1.5803, 3.3571, -5.7474)
C (2.4907, 2.5519, -5.2209)
O (3.5840, 2.4113, -5.7297)
C (2.1261, 1.8348, -3.9730)
C (3.0109, 0.9904, -3.3252)
N (2.3939, 0.5177, -2.2429)
N (1.1505, 0.9895, -2.1281)
C (0.9619, 1.7944, -3.1696)
C (-0.3951, 2.4472, -3.3652)
O (-0.4850, 3.2908, -4.2801)
O (-1.3190, 2.0730, -2.6008)
H (0.7204, 3.3281, -5.2028)
H (4.0173, 0.7019, -3.5729)
H (2.7522, -0.1989, -1.5888)
F (4.6769, -0.6104, 5.0355)
C (4.4528, -0.9197, 3.7425)
C (3.6205, -0.1391, 2.9622)
F (3.0299, 0.9389, 3.4972)
C (3.4035, -0.4750, 1.6372)
F (2.5751, 0.3318, 0.9507)
C (3.9859, -1.5807, 1.0107)
S (3.6897, -2.0088, -0.6569)
C (4.8192, -2.3361, 1.8435)
F (5.4434, -3.4281, 1.3696)
C (5.0504, -2.0273, 3.1703)
F (5.8612, -2.7996, 3.9203)

## Properties
- lowest unoccupied orbital energy (eV) = 4.35
- 2S+1 = 1
- energy above the lowest of the compared OMol25 structures with the same formula, charge and spin (kcal/mol) = 10.7
- Kohn-Sham gap (eV) = 6.860
- total charge = -2
- E_HOMO (eV) = -2.5


Entry 3:
# C27H18F5I2N3O2S2V

A structure of composition C27H18F5I2N3O2S2V (the ωB97M-V functional and the def2-TZVPD basis, the Open Molecules 2025 dataset).

Cartesian coordinates (Å):
V (0.2094, -0.2531, -0.5924)
C (1.9044, -0.9218, 3.3434)
C (1.3284, -1.2097, 1.9914)
N (1.3563, -0.2524, 1.1003)
N (2.0410, 0.8895, 1.4547)
C (2.3507, 1.5868, 0.4190)
S (1.9369, 1.0712, -1.2037)
S (3.2005, 3.0912, 0.4814)
C (3.8438, 3.1104, 2.1941)
C (5.1656, 2.4091, 2.3068)
C (5.2311, 1.0615, 2.6420)
C (6.4541, 0.4108, 2.7127)
C (7.6255, 1.1049, 2.4491)
C (7.5690, 2.4519, 2.1190)
C (6.3457, 3.0993, 2.0483)
C (0.8505, -2.5484, 1.6502)
C (0.7406, -3.5637, 2.6191)
C (0.4505, -4.8620, 2.2683)
C (0.2897, -5.2041, 0.9242)
C (0.3742, -4.2363, -0.0511)
C (0.6173, -2.9137, 0.3130)
O (0.6245, -1.9728, -0.6371)
H (2.9890, -0.8437, 3.2618)
H (1.5457, 0.0427, 3.6967)
H (1.6730, -1.6898, 4.0688)
H (3.9397, 4.1722, 2.4192)
H (3.0777, 2.6875, 2.8394)
H (4.3155, 0.5230, 2.8505)
H (6.4934, -0.6375, 2.9789)
H (8.5805, 0.6001, 2.5063)
H (8.4800, 3.0002, 1.9194)
H (6.3075, 4.1515, 1.7906)
H (0.8847, -3.3339, 3.6626)
H (0.3677, -5.6194, 3.0348)
H (0.0922, -6.2305, 0.6451)
H (0.2474, -4.4659, -1.1012)
I (-1.4081, 4.1066, 1.1663)
C (-2.3741, 2.2814, 1.2875)
C (-3.6025, 2.1442, 1.9791)
C (-4.2542, 0.9416, 2.0463)
I (-6.0629, 0.8388, 3.0686)
C (-3.7024, -0.2195, 1.4299)
C (-4.2688, -1.5096, 1.3884)
C (-3.6130, -2.5134, 0.7244)
C (-2.3742, -2.2567, 0.1201)
N (-1.7965, -1.0714, 0.1619)
C (-2.4703, -0.0673, 0.7808)
C (-1.8320, 1.1791, 0.6925)
O (-0.7075, 1.1622, -0.0417)
H (-4.0296, 3.0172, 2.4520)
H (-5.2212, -1.6942, 1.8676)
H (-4.0355, -3.5052, 0.6565)
H (-1.8549, -3.0385, -0.4138)
F (1.0833, -0.9027, -3.3169)
C (0.1239, -0.1564, -2.7432)
F (0.1472, 1.0699, -3.2892)
C (-1.2494, -0.7621, -3.1559)
F (-1.3477, -2.0391, -2.7614)
F (-1.4063, -0.7182, -4.4671)
F (-2.2382, -0.0635, -2.5801)

## Properties
- lowest unoccupied orbital energy (eV) = -4.96
- 2S+1 = 1
- Kohn-Sham gap (eV) = 6.248
- total charge = +1
- E_HOMO (eV) = -11.2


Entry 4:
# C27H19BrN4NiO

A structure of composition C27H19BrN4NiO at a distorted geometry (the ωB97M-V functional and the def2-TZVPD basis, the Open Molecules 2025 dataset).

Cartesian coordinates (Å):
Ni (0.2021, -2.4625, -1.7137)
N (2.1091, -2.6829, -1.8255)
C (3.0374, -2.5135, -0.7211)
C (4.3880, -2.6416, -1.0300)
C (5.3540, -2.5645, -0.0478)
C (4.9408, -2.3969, 1.2647)
C (3.5990, -2.2638, 1.5558)
C (2.5981, -2.2707, 0.5704)
C (1.1807, -2.0873, 0.9621)
C (0.9100, -1.5396, 2.2227)
C (-0.3742, -1.4662, 2.7235)
C (-1.4254, -1.9695, 1.9738)
C (-1.1813, -2.4474, 0.6991)
C (0.0996, -2.4621, 0.1532)
H (2.3284, -3.5600, -2.2914)
H (2.2876, -1.9477, -2.5116)
H (4.6759, -2.8079, -2.0623)
H (6.4019, -2.6523, -0.2991)
H (5.6652, -2.3794, 2.0678)
H (3.3135, -2.1785, 2.5922)
H (1.7116, -1.1361, 2.8224)
H (-0.5449, -1.0313, 3.7000)
H (-2.4346, -1.9639, 2.3645)
H (-2.0126, -2.8047, 0.1067)
Br (0.6654, 3.4879, 3.8381)
C (-0.6718, 3.5022, 2.4914)
C (-1.3059, 2.3174, 2.1507)
C (-2.2515, 2.3131, 1.1466)
C (-2.5699, 3.4935, 0.4601)
C (-1.9668, 4.6835, 0.8707)
C (-1.0075, 4.6895, 1.8706)
N (-3.4483, 3.5923, -0.6565)
N (-3.9118, 2.6151, -1.1939)
C (-3.1935, 1.4725, -1.6328)
C (-3.9790, 0.3848, -1.9239)
C (-3.4630, -0.8990, -2.1256)
C (-2.1042, -1.1307, -2.0823)
O (-1.5920, -2.3171, -2.1754)
C (-1.2446, 0.0315, -1.9394)
N (0.0792, -0.2192, -1.9923)
C (0.9196, 0.7721, -1.8688)
C (0.5045, 2.1088, -1.7403)
C (-0.8310, 2.3802, -1.6985)
C (-1.7689, 1.3223, -1.7513)
H (-1.0507, 1.3981, 2.6601)
H (-2.7514, 1.3903, 0.8923)
H (-2.2453, 5.6003, 0.3675)
H (-0.5196, 5.6102, 2.1598)
H (-5.0504, 0.5469, -1.9103)
H (-4.1186, -1.7432, -2.2897)
H (1.9781, 0.5254, -1.8845)
H (1.2368, 2.9020, -1.6793)
H (-1.1677, 3.4000, -1.6395)

## Properties
- lowest unoccupied orbital energy (spin up / spin down) (eV) = -0.55 / -0.56
- 2S+1 = 1
- energy above the lowest of the compared OMol25 structures with the same formula, charge and spin (kcal/mol) = 47.2
- Kohn-Sham gap (spin up / spin down) (eV) = 6.378 / 6.397
- total charge = 0
- E_HOMO (spin up / spin down) (eV) = -6.9 / -7.0